[1]
29
Properties=species:S:1:pos:R:3 method="wB97M-V/def2-TZVPD" charge=0 relative_energy_ev=0.542 smiles=Cc1ccccc1.CC(C)C e_lumo_ha=0.03671 energy_ev=-11698.7384 multiplicity=1
C 1.87154 -0.40087 -0.16329
H 1.03961 0.05265 -0.70403
H -1.09037 0.99139 1.77042
H -0.19267 2.22735 -0.63423
C -2.80993 -1.42373 0.06939
H 2.52793 -0.26617 1.90331
H -1.03699 3.09179 0.54954
H 3.36643 1.11560 -0.56704
C 1.77222 -1.93519 -0.15907
H 2.73143 -2.33623 0.17626
H -1.66763 3.05424 -1.17893
H 4.04683 -0.42416 -0.09934
H -2.98333 1.23747 -1.99747
C 3.23692 0.04089 -0.65813
H -3.01138 -2.48410 0.02397
H 1.07345 -2.26293 0.60524
H 0.78723 -0.12551 1.75330
C -2.68888 0.65287 -1.13659
C -1.75612 0.51799 1.06322
C -1.94349 1.22156 -0.12499
H -1.92615 -1.31126 2.04860
C -1.20630 2.52323 -0.35071
H 1.90337 1.19753 1.29839
C -2.21659 -0.78855 1.14412
H -3.46165 -1.12623 -1.94585
C 1.72765 0.12051 1.27359
C -3.09494 -0.68538 -1.06156
H 3.37083 -0.19204 -1.71974
H 1.63100 -2.28273 -1.17840



[2]
107
Properties=species:S:1:pos:R:3 method="wB97M-V/def2-TZVPD" charge=-1 relative_energy_ev=2.363 e_lumo_ha=0.07508 energy_ev=-145134.7890 multiplicity=1
O -3.71588 4.88941 1.49807
H -1.46743 -4.90650 -1.65705
C 6.95083 -2.26051 -3.05938
O 0.68963 1.29834 -0.86727
O -4.72350 4.85880 -0.83879
O 4.67803 -1.51690 -0.93809
H -0.07701 4.18614 -2.24592
O -2.87220 -1.37020 4.24649
C -2.64348 -0.81328 2.93663
H 5.99274 -2.77240 -3.15824
O -1.70574 5.49804 -4.27380
H -5.18095 3.93124 2.55267
C -3.04693 -3.01665 7.00514
H -3.25882 6.01068 -2.92411
H -1.58888 2.23159 0.90653
C -0.67650 -3.90297 1.82770
O -2.68029 3.49129 -0.34380
Cl 0.33135 -0.10622 -0.71758
H -3.51404 6.36295 -4.65501
H -6.00963 3.82464 -2.09605
O 0.34566 -4.10983 2.79821
O 2.25255 -2.51054 2.21915
H 0.35474 0.21223 3.69417
H -0.33326 -5.00367 -2.86131
H 0.57686 -0.39806 5.34132
O -5.16082 -2.20783 3.86834
C 0.79235 -0.59609 4.28595
H -1.67791 -3.84314 2.25101
O -0.25269 -0.58420 -1.94326
H -5.71934 3.06696 -0.52941
H 5.98744 2.75936 -1.47658
P 1.31720 -2.94580 3.24865
H 1.40221 -5.14514 5.67089
O 5.85430 0.76877 -0.93724
H -0.65086 3.13801 -0.34290
H 1.41202 -3.65857 6.63727
H -3.56483 3.39093 2.90600
H 3.50550 -4.79106 -3.53537
C 1.65502 -6.65325 -0.61905
H -2.09424 -3.21661 6.51520
H 4.04985 -3.17735 -3.12499
H -2.97465 -2.21885 7.74189
P 5.42462 -0.54555 -1.74519
H -3.39508 -3.94015 7.47061
H -2.47767 7.38000 -3.70724
H -6.40634 -0.52037 4.01429
C 1.16171 7.19225 -6.07965
C 3.44232 0.75026 -2.93580
O 4.69048 0.03670 -3.01425
C -0.67750 -4.29192 -2.09930
O 1.98794 -3.48601 4.60913
O 0.67898 4.65654 -4.16356
C 0.54789 3.76699 -3.03619
P -3.76461 -2.64468 4.51057
H -2.91176 0.23674 2.98039
O 6.83713 -1.03708 -2.34839
O 1.50645 -0.88882 -0.40670
H -7.07876 -2.08978 4.46517
H -4.34666 2.86517 1.40336
H 1.78881 -6.20251 0.36689
H 7.47867 2.00766 -1.03466
C 6.54962 1.82478 -1.57511
H 0.15567 -3.98203 5.43701
H 7.24175 -2.05764 -4.09588
P -3.32708 4.90583 -0.06781
O -4.06480 -2.61739 6.07012
O 2.75074 -3.60503 -0.44064
C -2.78439 6.34136 -3.84268
H 7.71184 -2.85527 -2.55919
H -1.59412 -0.96935 2.70192
O 0.13218 7.01641 -3.19887
H 2.32689 -7.51342 -0.64807
O 1.97710 -5.74253 -1.65685
H -0.51374 -2.97203 1.27490
C -4.21861 3.70125 2.08937
P -0.20018 6.00645 -4.20932
P 1.80636 -4.16093 -1.42132
H -4.49999 2.97594 -1.77267
H 3.09603 -3.48957 -4.61004
H 1.87426 -0.44667 4.21000
H -1.23497 3.94574 1.09026
O 0.26373 -3.91118 -1.09545
H 3.53863 1.62796 -3.57358
H 0.92811 8.07185 -6.69255
H 2.61368 0.09714 -3.19148
C -1.47274 3.16160 0.36304
H -5.94176 -1.24310 5.54782
C 1.22960 -4.06475 5.64316
H 0.04841 2.84241 -3.33018
H 6.68931 1.66217 -2.64279
O -3.26073 -3.91758 4.00146
C 3.21536 -3.73269 -3.55363
H -0.99653 -3.37262 -2.58363
O 2.00359 -3.50564 -2.87805
O 0.00156 6.48019 -5.74187
H 1.80458 6.65705 -6.78756
H -3.18454 -1.30164 2.12569
H 3.25899 1.14831 -1.93551
O 0.29660 -1.82655 3.83324
C -5.25331 3.63244 -1.33984
O -0.60835 -0.20769 0.38087
C -6.18508 -1.46640 4.50944
H 0.64336 -7.02462 -0.80157
H 1.54037 3.51036 -2.67776
H -0.64107 -4.68164 1.06977
O -2.52228 6.07447 -0.43712
H 1.76097 7.54510 -5.24257



[3]
34
Properties=species:S:1:pos:R:3 method="wB97M-V/def2-TZVPD" charge=-1 relative_energy_ev=0.000 e_lumo_ha="0.11100 / 0.11074" energy_ev=-74111.2608 multiplicity=6 s2=8.804
H 1.25965 -3.44649 2.47651
C 0.16574 2.57383 -2.27012
H -1.15177 -3.82425 3.60797
H 2.64962 2.86012 0.05202
C 1.59377 2.85322 -1.80955
H -1.79815 -0.09928 -3.15625
H 1.06606 -2.87531 0.77886
Cl -1.88854 1.51732 0.37454
H 0.27426 -4.33253 1.28197
H 0.02862 3.11304 -3.22194
H -2.85309 -0.28706 2.16999
H 0.65338 0.44948 -2.75613
H -0.57798 3.03547 -1.56630
C -0.60967 -2.56074 2.03620
H 0.89975 2.61979 0.23874
C -0.18295 1.08994 -2.31491
Fe -0.76010 -0.15722 -0.55546
H 3.02158 0.67326 0.30673
H 2.29941 2.35621 -2.49650
H -3.14128 -2.21558 4.05926
H -2.16045 1.63375 -2.72291
Cl -0.58855 -2.07121 -1.62763
H 2.18773 0.37669 -1.29475
C -2.24810 -1.13737 2.34625
C -2.41289 -2.13072 3.30428
C 1.77743 2.33530 -0.38276
H 1.82691 3.92492 -1.87612
H 1.07550 -0.20320 1.32565
C 2.08359 0.81440 -0.28458
C 0.57297 -3.34004 1.62786
C -1.48472 0.76229 -2.55425
N -1.36468 -3.02223 3.07413
C 0.96144 0.16868 0.25874
N -1.17451 -1.45449 1.57045



[4]
8
Properties=species:S:1:pos:R:3 method="wB97M-V/def2-TZVPD" charge=+1 relative_energy_ev=2.188 smiles=[NH2+]1[C@@H]2S[C@H]12 e_lumo_ha=-0.19092 energy_ev=-14453.1489 multiplicity=1
H 1.13970 -1.17443 -0.36513
C -0.46114 0.26169 0.82306
H -0.61262 -1.19595 -0.70152
C 0.04148 0.62982 -0.48484
N 0.21975 -0.73563 -0.35395
S 1.00302 1.14581 1.25892
H -1.27874 -0.10803 1.34151
H -0.05147 1.17673 -1.51805